Model w:
Below is a single C5H3F molecule, with properties calculated with ωB97M-V/def2-TZVPD.

Geometry as XYZ:
```
9
Properties=species:S:1:pos:R:3:nbo_charge:R:1
C -0.240 0.452 1.961 -0.501
C 0.119 0.428 0.710 0.176
C 0.728 0.413 -0.451 -0.364
C 0.153 -0.317 -1.525 -0.157
C -0.357 -1.181 -2.223 0.411
F -0.953 -1.723 -3.240 -0.264
H -1.010 0.934 2.491 0.229
H 0.096 -0.109 2.810 0.230
H 1.466 1.103 -0.532 0.241
```

The calculation puts the HOMO energy at -9.08 eV. For the HOMO-LUMO gap, the calculation gives 9.757 eV. As for the LUMO energy: 0.675 eV. The SMILES is C=C=CC#CF.

=====

Model x:
Below is a single C5H3F molecule, with properties calculated with ωB97M-V/def2-TZVPD.

Geometry as XYZ:
```
9
Properties=species:S:1:pos:R:3:nbo_charge:R:1
C -0.166 -0.551 -0.745 -0.196
C 0.046 -1.047 -1.849 0.536
C 0.485 0.677 1.127 -0.491
C -0.639 0.014 0.496 -0.415
C -0.249 1.232 -0.142 0.121
F 0.435 -1.431 -3.008 -0.239
H 0.112 1.231 2.069 0.221
H 1.410 0.360 1.105 0.205
H -1.435 -0.486 0.948 0.258
```

The calculation puts the HOMO energy at -9.00 eV. For the HOMO-LUMO gap, the calculation gives 8.680 eV. As for the LUMO energy: -0.319 eV.

=====

Which of them is the most stable? Correct choice: model w.

=====

Model w:
Below is a molecular structure, C35H49BClN7O4PS2W, with properties calculated with ωB97M-V/def2-TZVPD.

Geometry as XYZ:
```
101
Properties=species:S:1:pos:R:3:mulliken_spin:R:1
W -0.530 -0.178 -0.378 2.262
C 2.226 -2.142 -2.475 0.010
C 1.123 -2.607 -3.417 0.000
C 1.205 -4.137 -3.549 0.000
C -0.317 -2.233 -3.118 0.022
C -1.308 -2.430 -4.084 0.000
C -2.501 -2.196 -3.440 0.004
N -2.242 -1.878 -2.176 0.011
N -0.893 -1.875 -1.948 0.075
B -3.322 -1.497 -1.129 0.096
N -3.528 0.028 -1.057 -0.023
C -4.572 0.691 -1.558 0.005
C -4.326 2.037 -1.432 -0.002
C -3.056 2.131 -0.845 0.019
N -2.583 0.899 -0.596 0.070
C -2.439 3.476 -0.541 -0.001
C -0.952 3.654 -0.884 0.061
C -2.731 3.869 0.916 0.007
N -2.888 -1.994 0.250 -0.071
C -3.525 -2.859 1.037 0.016
C -2.864 -2.911 2.245 0.004
C -1.802 -2.010 2.128 0.026
N -1.823 -1.454 0.897 0.057
C -0.831 -1.690 3.229 -0.010
C -0.361 -2.964 3.936 0.001
C -1.492 -0.751 4.249 0.006
H 3.194 -2.294 -2.959 -0.001
H 2.228 -2.728 -1.555 -0.005
H 2.141 -1.093 -2.221 0.003
H 1.325 -2.177 -4.401 0.001
H 0.928 -4.605 -2.600 0.000
H 2.225 -4.443 -3.799 0.000
H 0.531 -4.510 -4.320 0.000
H -1.157 -2.722 -5.113 0.000
H -3.519 -2.239 -3.799 0.000
H -4.357 -2.029 -1.433 0.001
H -5.422 0.158 -1.962 0.001
H -4.959 2.860 -1.728 0.001
H -2.997 4.158 -1.184 0.001
H -0.334 3.618 0.010 -0.021
H -0.788 4.626 -1.356 0.001
H -0.600 2.892 -1.575 -0.017
H -2.265 3.152 1.598 -0.003
H -3.806 3.892 1.112 0.000
H -2.318 4.860 1.128 0.000
H -4.406 -3.373 0.683 0.001
H -3.117 -3.511 3.104 0.001
H 0.029 -1.183 2.799 0.012
H -1.166 -3.396 4.537 0.000
H 0.468 -2.733 4.609 0.000
H -0.024 -3.721 3.226 0.001
H -2.337 -1.255 4.729 0.000
H -1.856 0.159 3.774 0.000
H -0.773 -0.466 5.023 0.000
C 1.317 5.892 2.478 0.000
C 1.708 4.635 3.224 -0.001
O 0.882 3.521 2.808 -0.003
P 1.475 2.395 1.821 0.014
S 2.563 3.077 0.372 0.007
S -0.229 1.273 1.647 -0.001
O 2.471 1.553 2.769 0.007
C 1.990 0.934 3.973 0.001
C 3.031 1.118 5.054 0.001
H 1.830 6.756 2.907 0.000
H 0.239 6.048 2.558 0.000
H 1.582 5.806 1.426 0.000
H 1.531 4.749 4.291 0.000
H 2.762 4.396 3.072 0.000
H 1.827 -0.127 3.765 0.001
H 1.036 1.373 4.266 0.000
H 4.005 0.776 4.698 0.000
H 2.758 0.539 5.939 0.000
H 3.116 2.169 5.334 0.000
Cl 1.928 2.187 -7.465 0.001
C 0.997 1.762 -6.051 0.012
C -0.396 1.505 -6.197 0.001
C -1.162 1.165 -5.128 0.005
C -0.591 1.028 -3.808 0.020
O -1.283 0.708 -2.822 0.088
C 0.820 1.315 -3.695 0.024
C 1.447 1.249 -2.451 0.003
O 0.953 0.828 -1.384 0.069
C 1.584 1.690 -4.837 0.001
H -0.842 1.595 -7.180 0.000
H -2.224 0.984 -5.232 0.001
H 2.483 1.596 -2.381 -0.011
H 2.642 1.914 -4.723 -0.001
C 4.061 -3.761 2.252 -0.003
C 3.014 -2.949 1.548 0.025
C 3.202 -1.601 1.272 -0.017
C 2.215 -0.873 0.647 0.063
N 1.022 -1.393 0.303 -0.056
C 0.857 -2.708 0.522 0.093
C 1.810 -3.498 1.127 -0.013
H 5.015 -3.699 1.724 0.003
H 3.772 -4.810 2.322 0.000
H 4.223 -3.381 3.263 0.004
H 4.124 -1.094 1.541 0.003
H 2.372 0.166 0.398 0.025
H -0.070 -3.132 0.171 0.010
H 1.601 -4.551 1.269 0.002
```

The calculation puts the HOMO energy (alpha / beta) at -6.82 / -7.44 eV. Its expectation value of S² is 3.77. For the HOMO-LUMO gap (alpha / beta), the calculation gives 7.040 / 7.135 eV. As for the LUMO energy (alpha / beta): 0.219 / -0.301 eV. As for the spin multiplicity: 4.

=====

Model x:
Below is a molecular structure, C35H49BClN7O4PS2W, with properties calculated with ωB97M-V/def2-TZVPD.

Geometry as XYZ:
```
101
Properties=species:S:1:pos:R:3:mulliken_spin:R:1
W 0.290 -0.199 0.041 2.603
C 0.185 0.793 3.703 -0.006
C -1.120 0.020 3.899 0.000
C -0.935 -1.117 4.913 0.001
C -1.837 -0.497 2.671 0.046
C -3.188 -0.850 2.747 0.002
C -3.531 -1.273 1.487 0.015
N -2.456 -1.180 0.704 -0.016
N -1.391 -0.706 1.416 0.091
B -2.391 -1.632 -0.779 0.051
N -1.239 -2.633 -0.909 -0.008
C -1.289 -3.908 -1.293 0.023
C -0.020 -4.436 -1.205 -0.002
C 0.785 -3.385 -0.756 0.031
N 0.027 -2.292 -0.569 -0.018
C 2.266 -3.486 -0.528 -0.001
C 2.977 -3.906 -1.818 0.010
C 2.562 -4.528 0.560 0.003
N -2.168 -0.406 -1.671 -0.040
C -2.987 0.076 -2.607 0.025
C -2.567 1.343 -2.942 -0.001
C -1.446 1.588 -2.141 0.025
N -1.202 0.504 -1.385 0.012
C -0.732 2.902 -2.008 0.007
C -1.749 4.049 -2.035 0.003
C 0.339 3.139 -3.073 -0.002
H 0.215 1.656 4.370 0.000
H 1.054 0.174 3.935 0.002
H 0.287 1.156 2.690 0.044
H -1.843 0.711 4.340 0.000
H -0.249 -1.870 4.524 0.000
H -0.514 -0.723 5.840 0.000
H -1.881 -1.608 5.145 0.000
H -3.820 -0.787 3.617 0.001
H -4.466 -1.629 1.088 0.001
H -3.424 -2.164 -1.070 0.000
H -2.219 -4.350 -1.607 0.001
H 0.295 -5.433 -1.458 0.000
H 2.646 -2.508 -0.227 0.002
H 2.641 -4.898 -2.126 0.000
H 2.778 -3.217 -2.632 -0.003
H 4.055 -3.953 -1.649 0.000
H 2.338 -5.528 0.182 0.000
H 3.618 -4.503 0.835 0.000
H 1.966 -4.373 1.458 0.000
H -3.819 -0.508 -2.963 0.001
H -3.020 2.014 -3.650 0.001
H -0.251 2.903 -1.039 -0.001
H -2.127 4.208 -3.047 0.000
H -2.599 3.848 -1.381 0.000
H -1.270 4.974 -1.709 0.000
H -0.075 2.999 -4.075 0.000
H 0.711 4.163 -2.993 -0.001
H 1.178 2.458 -2.956 0.001
C 2.389 1.912 -6.361 0.000
C 1.548 0.826 -5.728 0.001
O 1.752 0.872 -4.306 0.003
P 1.786 -0.504 -3.473 0.032
S 2.175 0.214 -1.602 -0.001
S 0.303 -1.675 -3.867 -0.001
O 3.147 -1.187 -4.009 -0.001
C 4.416 -0.526 -3.877 -0.002
C 5.280 -1.194 -2.828 -0.001
H 2.200 1.951 -7.435 0.000
H 3.450 1.720 -6.200 0.000
H 2.145 2.882 -5.927 0.000
H 1.813 -0.160 -6.114 0.000
H 0.485 0.983 -5.918 0.000
H 4.263 0.531 -3.650 0.001
H 4.890 -0.602 -4.856 0.001
H 4.828 -1.107 -1.841 0.002
H 6.261 -0.715 -2.815 0.000
H 5.413 -2.250 -3.064 0.000
Cl 2.051 7.082 2.678 0.001
C 1.650 5.502 2.061 0.017
C 2.654 4.684 1.547 -0.005
C 2.341 3.433 1.075 0.014
C 1.021 2.918 1.097 -0.014
O 0.853 1.707 0.650 -0.036
C 0.010 3.784 1.599 0.003
C -1.414 3.456 1.663 -0.001
O -1.937 2.411 1.356 0.013
C 0.354 5.059 2.071 -0.012
H 3.673 5.046 1.514 0.000
H 3.110 2.801 0.651 0.000
H -2.044 4.290 2.038 -0.001
H -0.433 5.703 2.446 0.000
C 4.530 -2.226 4.429 -0.004
C 3.534 -1.757 3.412 0.019
C 3.800 -0.672 2.578 -0.013
C 2.876 -0.279 1.637 0.054
N 1.695 -0.906 1.461 -0.054
C 1.432 -1.943 2.270 0.073
C 2.308 -2.385 3.240 -0.013
H 4.950 -1.385 4.980 0.002
H 5.356 -2.741 3.936 0.004
H 4.076 -2.917 5.137 0.000
H 4.729 -0.124 2.663 0.002
H 3.058 0.570 0.996 0.011
H 0.477 -2.429 2.114 0.004
H 2.029 -3.227 3.860 0.001
```

The calculation puts the HOMO energy (alpha / beta) at -6.82 / -7.94 eV. Its expectation value of S² is 3.77. For the HOMO-LUMO gap (alpha / beta), the calculation gives 6.943 / 7.653 eV. As for the LUMO energy (alpha / beta): 0.119 / -0.287 eV. As for the spin multiplicity: 4.

=====

Which of them is the most stable? Correct choice: model x.

=====

Model w:
Below is a single C6H10S2 molecule, with properties calculated with ωB97M-V/def2-TZVPD.

Geometry as XYZ:
```
18
Properties=species:S:1:pos:R:3:nbo_charge:R:1
C 0.598 1.900 0.386 -0.641
C -0.066 0.646 -0.114 0.032
C -1.575 0.731 0.055 -0.652
C 0.558 -0.468 -0.538 -0.197
C 2.050 -0.568 -0.814 -0.643
S -0.326 -1.966 -0.868 0.355
C -1.250 -2.286 0.584 -0.500
S -2.348 -3.468 0.558 0.037
H 0.224 2.745 -0.267 0.221
H 1.663 1.923 0.429 0.220
H 0.186 2.072 1.404 0.221
H -1.813 0.762 1.132 0.214
H -2.073 -0.182 -0.357 0.231
H -1.989 1.640 -0.343 0.222
H 2.120 -1.098 -1.788 0.224
H 2.538 -1.172 -0.008 0.224
H 2.578 0.404 -0.890 0.221
H -1.077 -1.615 1.439 0.213
```

The calculation puts the HOMO energy at -8.62 eV. For the HOMO-LUMO gap, the calculation gives 8.461 eV. As for the LUMO energy: -0.158 eV. The SMILES is CC(C)=C(C)SC=S.

=====

Model x:
Below is a single C6H10S2 molecule, with properties calculated with ωB97M-V/def2-TZVPD.

Geometry as XYZ:
```
18
Properties=species:S:1:pos:R:3:nbo_charge:R:1
C -1.812 0.079 -0.049 -0.644
C -0.349 -0.228 -0.362 0.010
C -0.088 -0.743 -1.757 -0.638
C 0.561 -0.110 0.568 -0.018
C 0.509 0.508 1.890 -0.686
C 2.308 -0.258 0.198 -0.307
S 3.360 -0.520 1.356 0.075
S 2.952 0.505 -1.383 0.015
H -1.870 1.187 0.291 0.220
H -2.437 -0.081 -0.913 0.219
H -2.200 -0.506 0.820 0.229
H -0.656 -1.579 -2.198 0.234
H 1.023 -0.912 -1.845 0.225
H -0.333 0.279 -2.347 0.215
H 1.036 1.548 1.870 0.231
H 1.001 -0.304 2.575 0.247
H -0.445 0.723 2.430 0.234
H 4.219 0.498 -1.031 0.136
```

The calculation puts the HOMO energy at -8.53 eV. For the HOMO-LUMO gap, the calculation gives 8.295 eV. As for the LUMO energy: -0.237 eV. The SMILES is CC(C)=C(C)C(=S)S.

=====

Which of them is the most stable? Correct choice: model w.

=====

Model w:
Below is 2 unconnected molecules or ions with the total composition C2H4O2, with properties calculated with ωB97M-V/def2-TZVPD.

Geometry as XYZ:
```
8
Properties=species:S:1:pos:R:3:nbo_charge:R:1
C 0.108 -4.290 -0.285 0.255
O -0.196 -5.436 -0.696 -0.498
H 0.882 -3.682 -0.810 0.120
H -0.418 -3.805 0.571 0.123
C -0.088 4.335 0.280 0.256
O -1.223 3.923 0.596 -0.496
H 0.507 3.809 -0.503 0.119
H 0.429 5.147 0.845 0.122
```

The calculation puts the HOMO energy at -10.37 eV. For the HOMO-LUMO gap, the calculation gives 10.856 eV. As for the LUMO energy: 0.483 eV. The SMILES is C=O.C=O.

=====

Model x:
Below is a single C2H4O2 molecule, with properties calculated with ωB97M-V/def2-TZVPD.

Geometry as XYZ:
```
8
Properties=species:S:1:pos:R:3:nbo_charge:R:1
O 0.344 0.268 -1.718 -0.520
C 0.425 -0.480 -0.792 0.426
C -0.124 -0.111 0.584 -0.188
O -0.848 1.086 0.604 -0.713
H 1.011 -1.468 -0.752 0.113
H -0.729 -0.889 1.131 0.198
H 0.691 0.131 1.249 0.202
H -0.770 1.464 -0.307 0.482
```

The calculation puts the HOMO energy at -10.48 eV. For the HOMO-LUMO gap, the calculation gives 11.359 eV. As for the LUMO energy: 0.883 eV. The SMILES is O=CCO.

=====

Model y:
Below is 2 unconnected molecules or ions with the total composition C2H4O2, with properties calculated with ωB97M-V/def2-TZVPD.

Geometry as XYZ:
```
8
Properties=species:S:1:pos:R:3:nbo_charge:R:1
C -0.256 -1.745 -0.486 0.283
O 0.814 -2.321 -0.588 -0.507
H -0.570 -1.185 0.426 0.108
H -0.977 -1.764 -1.338 0.113
C 0.254 1.778 0.504 0.263
O 0.130 1.195 -0.587 -0.507
H -0.366 2.657 0.804 0.125
H 0.970 1.385 1.265 0.123
```

The calculation puts the HOMO energy at -9.96 eV. For the HOMO-LUMO gap, the calculation gives 10.177 eV. As for the LUMO energy: 0.221 eV. The SMILES is C=O.C=O.

=====

Model z:
Below is 2 unconnected molecules or ions with the total composition C2H4O2, with properties calculated with ωB97M-V/def2-TZVPD.

Geometry as XYZ:
```
8
Properties=species:S:1:pos:R:3:nbo_charge:R:1
C -1.511 -0.904 0.074 0.282
O -0.558 -1.602 -0.108 -0.503
H -2.539 -1.271 -0.010 0.100
H -1.429 0.111 0.496 0.123
C 1.489 0.857 -0.099 0.299
O 0.779 1.356 0.715 -0.508
H 1.203 0.733 -1.152 0.104
H 2.566 0.719 0.083 0.103
```

The calculation puts the HOMO energy at -10.05 eV. For the HOMO-LUMO gap, the calculation gives 10.960 eV. As for the LUMO energy: 0.911 eV. The SMILES is C=O.C=O.

=====

Which of them is the most stable? Correct choice: model x.